Model A:
This record from the Open Molecules 2025 dataset describes 2 unconnected molecules or ions with the total composition C5H8NO. The level of theory is ωB97M-V with the def2-TZVPD basis set.

Summary:
Total charge   +1
Lowest unoccupied orbital energy (spin up / spin down)   -5.0 / -5.8 eV
Frontier orbital gap (spin up / spin down)   7.058 / 5.737 eV

Atoms and positions in Å:
C1 0.1767 0.2594 2.2297
C2 -1.5655 0.8378 0.4799
C3 1.4520 0.0973 -2.4440
C4 -1.1684 -0.6261 0.2357
C5 1.3657 -0.7356 -1.2994
N1 -0.6365 0.1451 1.2368
O1 1.6689 0.4277 -0.9635
H1 0.8142 -0.5648 2.4923
H2 0.1697 1.2651 2.7293
H3 -1.2267 1.5823 -0.2956
H4 -2.6633 1.0049 0.7936
H5 2.4353 0.0920 -3.0160
H6 0.7348 0.6423 -2.9975
H7 -1.6367 -1.5996 0.1620
H8 0.9080 -1.6699 -0.7855

Atom charges from the Löwdin analysis, given in e for atoms 1 to 4:
1 C 0.14
2 C -0.09
3 C 0.07
4 C -0.02



Model B:
This record from the Open Molecules 2025 dataset describes a gas-phase ion, C5H8NO (charge +1). The level of theory is ωB97M-V with the def2-TZVPD basis set.

Summary:
Total charge   +1
Lowest unoccupied orbital energy   -6.6 eV
Frontier orbital gap   6.542 eV

Atoms and positions in Å:
C1 0.8303 2.2054 0.9718
C2 0.2874 -0.8690 -0.7377
C3 0.9754 0.5306 -0.7656
C4 -0.9307 -0.9090 0.1754
C5 -1.8115 -2.0110 0.2678
N1 0.3064 1.4076 0.2069
O1 -2.2960 -1.0109 -0.3417
H1 0.1993 2.7829 1.6555
H2 1.9392 2.4816 0.8875
H3 0.1760 -1.3172 -1.6376
H4 0.8076 -1.5163 -0.1289
H5 1.9965 0.5219 -0.5975
H6 0.8078 0.9777 -1.7902
H7 -1.0079 -0.4208 1.1418
H8 -2.2798 -2.8535 0.6924

Atom charges from the Löwdin analysis, given in e for atoms 1 to 4:
1 C -0.04
2 C -0.05
3 C -0.15
4 C -0.13



The energy of each structure relative to the most stable one, in eV, is as follows: model A 2.792; model B 0.000.



Model A:
This record from the Open Molecules 2025 dataset describes a gas-phase ion, C5H8NO (charge +1). The level of theory is ωB97M-V with the def2-TZVPD basis set.

Summary:
Total charge   +1
Lowest unoccupied orbital energy   -3.4 eV
SMILES   C=C(C)OC#[N+]C
Frontier orbital gap   11.308 eV

Atoms and positions in Å:
C1 1.6697 -1.0750 -0.9381
C2 1.6146 -0.0844 -0.0923
C3 2.6162 0.8335 0.5190
O1 0.2279 0.3056 0.4231
C4 -0.9508 0.2192 0.0841
N1 -2.0872 0.1466 -0.1455
C5 -3.4630 -0.0996 0.0850
H1 2.5854 -1.4436 -1.3140
H2 0.6172 -1.4484 -1.2837
H3 2.1318 0.9205 1.5275
H4 2.9779 1.7374 -0.0588
H5 3.5298 0.2074 0.6936
H6 -4.0887 0.0523 -0.7548
H7 -3.8202 0.7470 0.6345
H8 -3.5605 -1.0184 0.6205

Atom charges from the Löwdin analysis, given in e for atoms 1 to 4:
1 C 0.13
2 C -0.26
3 C -0.01
4 O 0.14



Model B:
This record from the Open Molecules 2025 dataset describes 2 unconnected molecules or ions with the total composition C5H8NO. The level of theory is ωB97M-V with the def2-TZVPD basis set.

Summary:
Total charge   +1
Lowest unoccupied orbital energy   -5.9 eV
Frontier orbital gap   8.365 eV

Atoms and positions in Å:
C1 -2.0078 0.2141 0.0327
C2 1.1228 -0.5631 0.4566
C3 -1.9421 1.4353 0.1113
C4 -2.4137 -1.1548 -0.1385
C5 3.4210 0.3289 -0.2286
N1 2.0810 -0.0781 0.0239
O1 -0.0011 -0.8071 0.6670
H1 -2.8513 1.9177 0.2649
H2 -1.0143 2.0909 0.1599
H3 -2.6153 -1.6802 0.8291
H4 -1.6889 -1.5949 -0.7281
H5 -3.2779 -1.2111 -0.8065
H6 3.4775 1.3833 -0.1944
H7 3.8151 -0.0285 -1.1195
H8 3.8949 -0.2525 0.6703

Atom charges from the Löwdin analysis, given in e for atoms 1 to 4:
1 C 0.05
2 C -0.30
3 C 0.14
4 C 0.00



Model C:
This record from the Open Molecules 2025 dataset describes 2 unconnected molecules or ions with the total composition C5H8NO. The level of theory is ωB97M-V with the def2-TZVPD basis set.

Summary:
Total charge   +1
Lowest unoccupied orbital energy   -5.6 eV
Frontier orbital gap   7.917 eV

Atoms and positions in Å:
C1 -0.1324 0.9982 -0.3032
C2 2.0300 0.0354 0.4193
C3 1.5007 -0.9343 -0.4990
C4 1.0954 0.5623 -0.6612
C5 -1.2780 1.3640 0.1090
N1 -2.7801 -0.9419 0.5442
O1 -1.9357 -1.5269 -0.0812
H1 1.4276 0.0186 1.3999
H2 3.0433 0.3787 0.4307
H3 1.9882 -1.5249 -1.4282
H4 0.7423 -1.4124 0.0009
H5 1.5855 1.1387 -1.4384
H6 -2.2894 1.2606 -0.1772
H7 -3.6234 -1.5807 0.8757
H8 -1.3738 2.1645 0.8086

Atom charges from the Löwdin analysis, given in e for atoms 1 to 4:
1 C 0.11
2 C -0.05
3 C -0.03
4 C -0.21



The energy of each structure relative to the most stable one, in eV, is as follows: model A 0.000; model B 0.777; model C 3.779.



Model A:
This record from the Open Molecules 2025 dataset describes a molecular structure, C42H42BGeN6O8Sc. The level of theory is ωB97M-V with the def2-TZVPD basis set.

Summary:
Total charge   -1
Lowest unoccupied orbital energy (spin up / spin down)   2.1 / 2.1 eV
2S+1   2
Expectation value of S²   0.77
Frontier orbital gap (spin up / spin down)   5.075 / 5.911 eV

Atoms and positions in Å:
Sc1 0.1941 -0.2893 -0.4246
O1 2.7470 -0.7472 3.3673
C1 3.9594 -0.7126 2.7889
C2 5.0730 -0.6350 3.6231
C3 6.3444 -0.5682 3.0847
C4 6.5271 -0.5836 1.7046
C5 5.4210 -0.6849 0.8795
C6 4.1331 -0.7595 1.4018
C7 2.9623 -0.8738 0.5083
O2 1.7939 -0.4580 0.9616
N1 3.0986 -1.3769 -0.6737
N2 1.8588 -1.3861 -1.2684
C8 1.7212 -2.0101 -2.4318
C9 0.3974 -2.2769 -2.8170
C10 0.0350 -2.9548 -4.0067
C11 -1.2709 -3.2718 -4.2333
C12 -2.2452 -2.9153 -3.2758
C13 -1.8377 -2.2217 -2.1625
N3 -0.5639 -1.8832 -1.9170
H1 2.0829 -0.6456 2.6466
H2 4.9071 -0.6085 4.6903
H3 7.1994 -0.4954 3.7452
H4 7.5181 -0.5136 1.2807
H5 5.5264 -0.6987 -0.1964
H6 2.5788 -2.3347 -3.0144
H7 0.8107 -3.2246 -4.7112
H8 -1.5551 -3.8002 -5.1359
H9 -3.2879 -3.1647 -3.4028
H10 -2.5551 -1.9188 -1.4131
C14 -5.1692 1.9844 -2.2613
N4 -3.7343 1.7829 -2.2787
C15 -2.9235 2.4868 -3.1104
C16 -1.5916 2.3035 -3.1285
C17 -1.0688 1.3360 -2.2059
O3 0.1784 1.1137 -2.0750
N5 -1.8795 0.6300 -1.4173
C18 -3.2122 0.8170 -1.4013
O4 -3.9885 0.1975 -0.6865
H11 -5.4129 2.7931 -2.9491
H12 -5.5007 2.2413 -1.2570
H13 -5.6860 1.0734 -2.5629
H14 -3.4202 3.2076 -3.7477
H15 -0.9377 2.8725 -3.7655
O5 -1.0502 -0.7466 1.2541
N6 -0.8383 1.0302 1.8145
O6 -0.4988 1.5635 0.8284
C19 -4.4051 -2.0579 4.1032
C20 -4.2441 -1.6324 2.6482
C21 -5.4297 -0.7655 2.2411
O7 -3.0694 -0.8110 2.5708
B1 -2.2226 -1.3161 1.6061
O8 -2.6713 -2.5093 1.0747
C22 -3.9436 -2.8337 1.6517
C23 -4.9425 -2.9551 0.5085
C24 -3.7842 -4.1864 2.3355
H16 -4.5243 -1.1638 4.7143
H17 -3.5296 -2.5938 4.4624
H18 -5.2851 -2.6872 4.2391
H19 -5.5146 0.0575 2.9512
H20 -6.3599 -1.3338 2.2628
H21 -5.2827 -0.3465 1.2525
H22 -5.0029 -2.0300 -0.0584
H23 -5.9349 -3.2200 0.8749
H24 -4.6014 -3.7464 -0.1594
H25 -2.9951 -4.1642 3.0832
H26 -3.5090 -4.9235 1.5836
H27 -4.7114 -4.5065 2.8098
C25 5.7931 2.4244 -2.2073
C26 4.7630 1.5426 -2.4897
C27 3.5957 1.5685 -1.7378
C28 3.4443 2.4730 -0.6899
C29 4.4830 3.3667 -0.4274
C30 5.6504 3.3421 -1.1759
Ge1 1.7974 2.5371 0.3568
C31 2.2403 2.7508 2.2360
C32 1.2456 2.9721 3.1945
C33 1.5529 3.0530 4.5458
C34 2.8631 2.9084 4.9685
C35 3.8603 2.6660 4.0370
C36 3.5509 2.5778 2.6887
C37 0.8071 4.0784 -0.3420
C38 0.8587 4.3264 -1.7160
C39 0.1296 5.3579 -2.2887
C40 -0.6809 6.1604 -1.4982
C41 -0.7520 5.9247 -0.1347
C42 -0.0155 4.8939 0.4362
H28 6.7059 2.3994 -2.7889
H29 4.8666 0.8221 -3.2905
H30 2.8008 0.8742 -1.9721
H31 4.3870 4.0866 0.3769
H32 6.4498 4.0375 -0.9527
H33 0.2118 3.0708 2.8964
H34 0.7630 3.2158 5.2676
H35 3.1039 2.9645 6.0234
H36 4.8830 2.5231 4.3587
H37 4.3452 2.3570 1.9846
H38 1.4770 3.6994 -2.3453
H39 0.1931 5.5363 -3.3565
H40 -1.2522 6.9662 -1.9429
H41 -1.3821 6.5473 0.4909
H42 -0.0801 4.7378 1.5040

Atom charges from the Löwdin analysis, given in e for atoms 1 to 4:
1 Sc 1.06
2 O 0.07
3 C -0.29
4 C -0.03



Model B:
This record from the Open Molecules 2025 dataset describes a molecular structure, C42H42BGeN6O8Sc. The level of theory is ωB97M-V with the def2-TZVPD basis set.

Summary:
Total charge   -1
Lowest unoccupied orbital energy (spin up / spin down)   1.9 / 1.9 eV
2S+1   2
Expectation value of S²   0.75
Frontier orbital gap (spin up / spin down)   6.368 / 6.634 eV

Atoms and positions in Å:
Sc1 -0.8629 0.0398 1.3610
O1 1.4617 3.8694 2.0732
C1 1.2508 4.4972 0.9111
C2 1.8717 5.7381 0.7378
C3 1.6954 6.4575 -0.4247
C4 0.8883 5.9657 -1.4497
C5 0.2631 4.7466 -1.2814
C6 0.4341 3.9942 -0.1174
C7 -0.2561 2.6959 0.0205
O2 0.1564 1.8676 0.9144
N1 -1.2614 2.4446 -0.7931
N2 -1.8366 1.2775 -0.4031
C8 -2.9520 0.9642 -0.9330
C9 -3.6609 -0.1836 -0.3815
C10 -4.8461 -0.6442 -0.9381
C11 -5.5133 -1.6888 -0.3221
C12 -4.9835 -2.2244 0.8367
C13 -3.7878 -1.7125 1.3204
N3 -3.1247 -0.7234 0.7265
H1 1.1367 2.9476 1.9913
H2 2.5020 6.1009 1.5392
H3 2.1959 7.4119 -0.5402
H4 0.7523 6.5300 -2.3631
H5 -0.3780 4.3386 -2.0515
H6 -3.3953 1.5737 -1.7168
H7 -5.2280 -0.1796 -1.8378
H8 -6.4322 -2.0781 -0.7419
H9 -5.4604 -3.0443 1.3534
H10 -3.3354 -2.1023 2.2207
C14 -3.0213 4.2583 4.7890
N4 -2.7786 2.8728 4.4278
C15 -2.9007 1.8646 5.3292
C16 -2.6260 0.5818 5.0239
C17 -2.1586 0.3228 3.6873
O3 -1.7948 -0.8102 3.2687
N5 -2.0672 1.3334 2.7998
C18 -2.3379 2.6274 3.1063
O4 -2.2379 3.5652 2.3370
H11 -3.5048 4.2886 5.7638
H12 -3.6602 4.7247 4.0426
H13 -2.0854 4.8163 4.8236
H14 -3.2330 2.1629 6.3157
H15 -2.7096 -0.2144 5.7455
O5 2.5895 0.9830 2.1400
N6 2.1183 -0.3931 2.4453
O6 0.8482 -0.4199 2.3259
C19 5.5139 1.8538 -0.7010
C20 4.0252 2.1155 -0.9125
C21 3.8267 3.3464 -1.7763
O7 3.4589 2.3676 0.3851
B1 2.9434 1.1670 0.8450
O8 2.8946 0.2107 -0.1524
C22 3.2545 0.8425 -1.3966
C23 1.9729 1.1638 -2.1517
C24 4.0833 -0.1395 -2.2089
H16 5.9502 2.7180 -0.1987
H17 6.0334 1.6981 -1.6478
H18 5.6673 0.9785 -0.0679
H19 4.3911 4.1783 -1.3518
H20 2.7786 3.6397 -1.8167
H21 4.1870 3.1652 -2.7919
H22 1.3707 1.8979 -1.6221
H23 1.3865 0.2501 -2.2603
H24 2.1934 1.5541 -3.1476
H25 4.9102 -0.5401 -1.6250
H26 4.4813 0.3420 -3.1057
H27 3.4482 -0.9704 -2.5201
C25 3.4209 -5.1853 0.7071
C26 2.1537 -5.7312 0.5656
C27 1.0633 -4.9093 0.3020
C28 1.2033 -3.5250 0.1816
C29 2.4874 -2.9961 0.3323
C30 3.5825 -3.8121 0.5867
Ge1 -0.3141 -2.3016 -0.2623
C31 -1.8226 -3.6223 -0.1979
C32 -2.6135 -3.9506 -1.2988
C33 -3.6741 -4.8453 -1.1942
C34 -3.9618 -5.4496 0.0214
C35 -3.1863 -5.1410 1.1326
C36 -2.1433 -4.2319 1.0200
C37 -0.0519 -2.0881 -2.2330
C38 0.9958 -2.7010 -2.9230
C39 1.2067 -2.4702 -4.2779
C40 0.3645 -1.6214 -4.9826
C41 -0.6902 -1.0079 -4.3201
C42 -0.8854 -1.2386 -2.9645
H28 4.2728 -5.8234 0.9120
H29 2.0095 -6.8023 0.6552
H30 0.0914 -5.3686 0.1755
H31 2.6351 -1.9260 0.2680
H32 4.5639 -3.3667 0.7032
H33 -2.3947 -3.5059 -2.2644
H34 -4.2697 -5.0801 -2.0697
H35 -4.7791 -6.1568 0.1028
H36 -3.3958 -5.6077 2.0888
H37 -1.5541 -3.9956 1.9024
H38 1.6675 -3.3648 -2.3894
H39 2.0346 -2.9544 -4.7836
H40 0.5305 -1.4359 -6.0371
H41 -1.3521 -0.3367 -4.8557
H42 -1.7000 -0.7300 -2.4608

Atom charges from the Löwdin analysis, given in e for atoms 1 to 4:
1 Sc 0.93
2 O 0.09
3 C -0.26
4 C -0.01



The energy of each structure relative to the most stable one, in eV, is as follows: model A 1.317; model B 0.000.



Model A:
This record from the Open Molecules 2025 dataset describes 2 unconnected molecules or ions with the total composition C11H11N. The level of theory is ωB97M-V with the def2-TZVPD basis set.

Summary:
Total charge   0
Lowest unoccupied orbital energy   0.8 eV
SMILES   c1ccccc1.c1ccncc1
Frontier orbital gap   9.984 eV

Atoms and positions in Å:
C1 -3.2028 1.1028 0.8610
C2 -4.2179 0.5101 0.0980
C3 -4.1187 -0.7777 -0.6347
C4 -2.8470 -1.2543 -0.7503
C5 -1.7946 -0.7665 0.0464
C6 -2.0087 0.4145 0.8119
H1 -3.5872 2.1167 1.2644
H2 -5.1892 0.9361 -0.0070
H3 -5.0015 -0.9278 -1.2451
H4 -2.4796 -2.2048 -1.1111
H5 -0.9441 -1.4217 -0.0386
H6 -1.2015 0.9219 1.3284
C7 2.9580 1.1823 -0.6666
C8 4.2976 0.7210 -0.7270
C9 4.6043 -0.4724 0.0166
N1 3.9416 -1.1147 0.8360
C10 2.5953 -0.8444 0.7436
C11 2.0507 0.2569 -0.0435
H7 2.6748 2.0857 -1.2176
H8 4.9828 1.4103 -1.0231
H9 5.6302 -0.8953 0.0161
H10 1.9215 -1.2867 1.5178
H11 0.9361 0.3081 -0.0756

Atom charges from the Löwdin analysis, given in e for atoms 1 to 4:
1 C -0.11
2 C -0.09
3 C -0.06
4 C -0.13



Model B:
This record from the Open Molecules 2025 dataset describes 2 unconnected molecules or ions with the total composition C11H11N. The level of theory is ωB97M-V with the def2-TZVPD basis set.

Summary:
Total charge   0
Lowest unoccupied orbital energy   0.6 eV
SMILES   c1ccccc1.c1ccncc1
Frontier orbital gap   9.195 eV

Atoms and positions in Å:
C1 -1.1228 -0.3333 1.2459
C2 -0.2842 0.4862 0.3875
C3 0.9356 0.9482 0.8386
C4 1.0353 1.0120 2.2406
C5 0.1789 0.3709 3.0662
C6 -0.8870 -0.2919 2.5898
H1 -2.1006 -0.4954 0.8566
H2 -0.3709 0.5323 -0.6268
H3 1.3911 1.5657 0.2047
H4 1.7932 1.6677 2.7698
H5 0.3990 0.4407 4.1204
H6 -1.3214 -0.9527 3.3427
C7 -1.1641 -0.4111 -2.1618
C8 -0.6984 -1.3606 -1.2294
C9 0.6877 -1.3906 -1.1117
N1 1.5780 -0.6911 -1.7297
C10 1.0690 0.4025 -2.3778
C11 -0.2235 0.4634 -2.6851
H7 -2.2013 -0.0165 -2.3892
H8 -1.3455 -1.9859 -0.7576
H9 1.2721 -2.2630 -0.6244
H10 1.8789 1.0907 -2.5624
H11 -0.4992 1.2118 -3.4068

Atom charges from the Löwdin analysis, given in e for atoms 1 to 4:
1 C -0.06
2 C -0.10
3 C -0.05
4 C -0.08



Model C:
This record from the Open Molecules 2025 dataset describes 2 unconnected molecules or ions with the total composition C11H11N. The level of theory is ωB97M-V with the def2-TZVPD basis set.

Summary:
Total charge   0
Lowest unoccupied orbital energy   0.7 eV
SMILES   c1ccccc1.c1ccncc1
Frontier orbital gap   9.917 eV

Atoms and positions in Å:
C1 -4.2307 -1.0410 -0.8476
C2 -4.0284 0.2702 -1.2716
C3 -3.8670 1.3322 -0.4149
C4 -3.8679 1.0463 0.9599
C5 -3.7527 -0.2603 1.3172
C6 -3.9162 -1.2919 0.3682
H1 -4.1128 -1.8575 -1.3934
H2 -3.8155 0.3720 -2.3425
H3 -3.9377 2.3591 -0.7076
H4 -3.7695 1.8565 1.6221
H5 -3.7328 -0.6917 2.3607
H6 -3.9319 -2.2301 1.0162
C7 2.4891 -0.2726 -0.2491
C8 2.9758 0.9511 -0.0647
C9 4.3815 1.2265 0.0470
N1 5.3256 0.3558 0.0367
C10 4.9910 -0.9741 0.0899
C11 3.5943 -1.2875 -0.0989
H7 1.4372 -0.6630 -0.3184
H8 2.3175 1.8528 0.0769
H9 4.5190 2.4198 -0.1084
H10 5.6960 -1.7079 0.3794
H11 3.4377 -2.3943 0.1450

Atom charges from the Löwdin analysis, given in e for atoms 1 to 4:
1 C -0.12
2 C -0.08
3 C -0.08
4 C -0.09



The energy of each structure relative to the most stable one, in eV, is as follows: model A 0.000; model B 0.832; model C 0.475.